Molecular formula: C4H8O2
Method: DFT, the ωB97M-V functional and the def2-TZVPD basis

The geometry in XYZ format:
```
14
Properties=species:S:1:pos:R:3:forces:R:3:mulliken_charge:R:1
C -1.244 1.307 -0.652 0.2 0.0 0.0 -0.945
C -0.492 0.969 0.398 -0.2 -0.2 -0.3 0.594
O 0.050 1.802 1.338 -0.3 0.2 -0.1 -0.480
C -0.043 -0.445 0.676 0.0 -0.1 0.0 -0.601
C 1.418 -0.550 0.268 0.3 -0.2 -0.1 0.124
O 1.906 -1.416 -0.418 -0.3 0.4 0.5 -0.454
H -1.568 0.520 -1.327 0.0 0.1 0.2 0.261
H -1.513 2.325 -0.928 0.1 -0.2 0.3 0.267
H -0.341 2.684 1.279 0.1 -0.1 -0.2 0.318
H -0.123 -0.600 1.762 0.1 -0.1 -0.2 0.294
H -0.649 -1.195 0.155 0.2 0.3 0.1 0.290
H 2.044 0.288 0.630 0.0 0.0 0.0 0.343
H -0.034 -2.983 -1.745 0.0 -0.1 -0.1 0.170
H 0.587 -2.705 -1.438 -0.2 -0.1 -0.1 -0.181
```
Forces are in eV/Å.

## Properties
frontier orbital gap = 0.365 Ha
SMILES = C=C(O)CC=O.[H][H]

---

Molecular formula: C9H9N3S
Method: DFT, the ωB97M-V functional and the def2-TZVPD basis

The geometry in XYZ format:
```
22
Properties=species:S:1:pos:R:3:forces:R:3:mulliken_charge:R:1
C -0.100 3.171 -1.962 -1.1 -0.1 0.2 -0.253
C -1.518 3.044 -2.006 2.9 0.5 -0.9 -0.769
C 0.760 2.371 -1.228 0.1 0.9 -1.1 -0.857
C -1.999 1.978 -1.285 -2.7 1.5 0.1 0.059
C 0.210 1.415 -0.488 -2.4 -1.3 0.3 -0.103
C -1.176 1.211 -0.520 1.6 0.6 0.4 0.250
C -0.121 -1.531 1.133 0.4 -1.3 0.2 -0.419
C -1.122 -0.712 1.018 -1.3 2.8 0.2 0.218
C 0.816 -3.545 2.109 -0.2 -0.4 2.9 -0.960
N -0.411 -1.980 3.481 -0.4 0.6 0.9 -0.866
N -1.750 0.246 0.263 -1.0 -2.8 0.0 -0.149
N 0.076 -2.225 2.430 1.2 -1.0 -1.7 0.702
S -2.265 0.259 1.960 0.7 -0.4 0.3 -0.113
H 0.398 3.950 -2.416 0.5 1.8 -1.5 0.401
H -2.066 3.739 -2.686 0.1 -0.8 1.0 0.336
H 1.836 2.438 -1.262 0.1 0.5 -0.1 0.378
H -3.095 1.943 -1.133 0.7 -0.6 -0.3 0.338
H 0.763 0.762 0.089 1.2 -1.2 1.2 0.456
H 0.363 -2.067 0.319 0.1 0.8 0.0 0.352
H 0.250 -3.935 1.315 -0.2 -0.8 -1.3 0.442
H 0.548 -4.114 3.025 0.4 0.1 -0.7 0.339
H 1.917 -3.612 1.991 -0.7 0.8 -0.2 0.218
```
Forces are in eV/Å.

## Properties
frontier orbital gap = 0.300 Ha

---

Molecular formula: C2H12NO2S
Method: DFT, the ωB97M-V functional and the def2-TZVPD basis

The geometry in XYZ format:
```
18
Properties=species:S:1:pos:R:3:forces:R:3:mulliken_charge:R:1
C 1.346 -1.007 0.302 -0.4 -1.1 -0.1 -0.419
C -0.066 -1.604 0.059 0.5 -1.9 0.1 -0.517
S -0.517 -2.540 1.665 0.1 0.6 -1.4 -0.144
N 1.167 0.318 1.019 -0.9 3.2 -1.4 -0.347
H 1.965 -0.896 -0.644 -0.9 0.5 1.2 0.301
H 1.891 -1.709 0.986 -0.4 0.9 -0.6 0.366
H -0.079 -2.281 -0.848 0.4 0.3 1.4 0.314
H -0.886 -0.954 -0.191 0.0 0.9 0.3 0.211
H -1.457 -1.673 2.044 -0.2 0.0 0.1 0.144
H 0.776 1.035 0.262 0.4 -1.7 1.6 0.327
H 2.064 0.779 1.238 -0.2 -0.6 0.3 0.393
H 0.518 0.433 1.882 1.3 -1.1 -1.8 0.372
H -2.401 1.227 -1.147 -1.1 1.2 -3.6 0.277
H -3.029 1.173 0.238 -3.5 1.1 1.8 0.267
O -2.327 0.985 -0.287 4.6 -2.4 1.9 -0.551
H 1.055 2.609 -2.282 0.9 1.8 -1.1 0.303
H -0.464 2.124 -2.309 1.1 0.4 -0.1 0.300
O 0.446 1.980 -1.990 -1.9 -2.3 1.4 -0.599
```
Forces are in eV/Å.

## Properties
frontier orbital gap = 0.352 Ha
charge = +1

---

Molecular formula: C5H8O
Method: DFT, the ωB97M-V functional and the def2-TZVPD basis

The geometry in XYZ format:
```
14
Properties=species:S:1:pos:R:3:forces:R:3:mulliken_charge:R:1
C 0.173 -0.265 1.554 0.0 0.0 0.0 -1.365
C 0.259 -0.374 0.057 0.5 -0.3 0.3 0.919
C -0.583 0.824 -0.770 0.0 0.2 -0.3 -0.760
C 1.391 0.040 -0.626 -0.7 0.2 0.0 -0.839
C -1.149 -0.642 -0.692 0.3 0.4 -0.3 0.135
O -2.182 -0.939 -0.033 0.3 0.1 0.0 -0.737
H 0.648 0.645 1.946 -0.1 -0.2 -0.1 0.365
H -0.881 -0.307 1.853 0.2 0.0 -0.1 0.329
H 0.680 -1.134 1.990 -0.1 0.2 -0.1 0.359
H -0.276 1.190 -1.745 0.0 -0.1 0.2 0.356
H -0.869 1.592 -0.045 0.2 -0.3 -0.1 0.313
H 2.231 0.523 -0.110 -0.3 -0.2 -0.1 0.283
H 1.522 -0.142 -1.695 -0.2 0.1 0.3 0.361
H -0.918 -1.114 -1.674 0.0 0.1 0.2 0.280
```
Forces are in eV/Å.

## Properties
frontier orbital gap = 0.275 Ha

---

Molecular formula: C19H39F3NO5Y
Method: DFT, the ωB97M-V functional and the def2-TZVPD basis

The geometry in XYZ format:
```
68
Properties=species:S:1:pos:R:3:forces:R:3:mulliken_charge:R:1
Y -0.925 -0.398 -0.449 -1.1 0.6 -0.3 1.268
C 1.194 -2.876 -6.706 -0.1 0.3 -0.6 -1.170
C 0.066 -2.885 -5.617 -0.2 -0.1 0.8 0.545
C -0.253 -4.336 -5.128 0.5 0.5 0.9 -1.174
O 0.268 -1.893 -4.639 0.1 -1.8 -1.0 -0.562
H 1.034 -3.710 -7.388 -0.4 -0.2 0.1 0.335
H 2.250 -2.950 -6.445 -0.2 0.3 0.7 0.341
H 1.009 -1.978 -7.296 0.4 0.1 0.1 0.306
H -0.788 -2.625 -6.244 -0.4 0.4 -0.1 0.121
H 0.573 -4.766 -4.563 0.1 0.1 0.1 0.305
H -0.495 -5.074 -5.894 0.1 0.4 -0.5 0.354
H -1.115 -4.306 -4.462 0.0 0.1 0.1 0.308
C -3.537 -6.272 2.484 -0.6 -0.4 -0.7 -1.268
C -2.448 -5.332 3.095 -0.4 0.8 -0.8 0.527
C -1.280 -6.300 3.540 -0.2 0.0 0.4 -1.192
O -2.121 -4.211 2.257 0.2 -2.4 1.0 -0.579
H -3.228 -6.755 1.557 0.5 0.3 -0.2 0.335
H -4.517 -5.855 2.254 0.3 0.9 0.0 0.342
H -3.856 -7.124 3.083 0.7 0.0 0.8 0.351
H -2.846 -4.912 4.020 -0.1 0.0 0.3 0.134
H -1.626 -6.864 4.406 -0.6 0.2 0.3 0.361
H -0.395 -5.803 3.936 0.1 0.2 -0.6 0.342
H -1.056 -7.133 2.874 0.3 0.6 -0.7 0.321
C -5.103 2.106 -0.361 4.4 -1.5 0.7 -0.192
O -5.020 0.820 -1.017 -0.6 0.8 -1.5 -0.147
O -3.709 2.292 -0.296 -1.0 1.6 0.3 -0.733
C -5.991 3.288 -0.990 0.0 -1.4 1.0 0.878
F -5.407 4.289 -1.576 1.6 0.7 -0.8 -0.255
F -6.829 2.745 -1.848 -0.9 -0.9 -1.5 -0.276
F -6.789 3.861 -0.077 0.0 -0.1 1.3 -0.303
C -6.083 -0.076 -0.972 -0.3 0.0 -0.2 -0.321
C -5.824 -1.130 -2.082 -1.1 0.7 2.0 -1.081
H -5.691 -0.607 -3.029 0.2 -0.5 0.0 0.289
H -5.007 -1.734 -1.688 0.4 0.1 -0.7 0.225
H -6.693 -1.787 -2.045 -0.1 -0.1 -0.6 0.386
H -7.007 0.497 -1.052 -0.4 -0.5 -0.4 0.322
H -6.075 -0.535 0.016 -0.3 -0.4 0.2 0.313
H -5.469 1.862 0.636 -0.8 0.5 0.3 0.227
C 4.565 2.133 3.309 -2.8 -1.3 0.9 -1.670
C 3.131 2.402 2.660 0.7 3.7 1.6 1.685
C 2.995 3.948 2.910 -1.3 1.4 -0.7 -1.554
C 3.841 4.854 2.066 0.1 -0.3 -1.4 -0.592
C 3.618 4.486 0.571 0.6 -0.6 0.5 -1.206
C 3.899 2.980 0.270 2.9 0.2 0.4 1.484
N 3.034 2.168 1.222 0.1 0.2 -1.1 -0.037
O 3.116 0.768 0.894 -0.4 0.7 0.3 -0.383
C 3.599 2.618 -1.160 -2.3 1.1 -0.2 -1.748
C 5.503 2.784 0.337 0.1 0.3 1.3 -1.688
C 1.916 1.918 3.506 0.4 -0.9 -0.2 -1.718
H 5.086 2.945 3.816 0.6 0.6 -1.6 0.336
H 5.035 1.414 2.637 0.9 0.2 0.9 0.235
H 4.215 1.749 4.267 0.5 -1.5 0.0 0.568
H 1.991 4.319 2.705 -0.5 -0.6 -0.3 0.526
H 3.074 4.301 3.938 0.5 -1.0 0.5 0.461
H 4.865 4.802 2.434 0.3 0.1 -0.6 0.272
H 3.517 5.894 2.089 0.0 0.0 0.7 0.421
H 4.221 5.154 -0.044 0.3 -0.4 -0.2 0.425
H 2.596 4.732 0.283 -0.3 -0.2 0.2 0.402
H 3.756 3.395 -1.908 1.4 0.1 0.2 0.371
H 3.930 1.642 -1.514 -0.4 0.2 0.2 0.318
H 2.530 2.833 -1.142 -0.9 -1.4 -0.5 0.418
H 6.056 3.532 -0.231 -0.6 0.5 -0.2 0.396
H 5.906 2.899 1.343 -0.1 0.1 0.1 0.395
H 6.011 1.889 -0.025 -0.9 -0.7 -0.2 0.390
H 1.023 2.535 3.401 0.0 -0.2 -0.9 0.375
H 2.072 2.043 4.578 0.7 -0.2 0.0 0.397
H 1.696 0.865 3.335 -0.2 0.0 0.0 0.387
H 3.990 0.469 1.155 0.5 -0.2 0.1 0.356
```
Forces are in eV/Å.

## Properties
frontier orbital gap = 0.078 Ha

---

Molecular formula: C24H60BF4N4Na3O12P
Method: DFT, the ωB97M-V functional and the def2-TZVPD basis

The geometry in XYZ format:
```
109
Properties=species:S:1:pos:R:3:forces:R:3:mulliken_charge:R:1
Na -1.344 -3.307 1.896 -0.3 0.5 0.0 0.440
Na 2.273 -1.830 1.086 0.4 0.0 -1.0 0.871
Na 0.332 -3.706 -0.952 1.3 0.0 -1.0 0.749
B -0.843 -0.914 0.283 1.1 1.7 -0.7 0.650
F 0.356 -1.047 -0.458 -0.8 -0.5 0.5 -0.454
F -0.527 -1.078 1.676 -0.3 -0.5 -0.1 -0.501
F -1.295 0.416 0.082 -0.3 -1.1 0.3 -0.416
F -1.723 -1.924 -0.122 -0.2 -0.2 0.4 -0.445
P 3.104 -3.950 -1.901 0.6 -1.2 -0.3 0.205
O 4.010 -4.932 -1.168 -0.2 -0.2 0.6 -0.786
O 3.828 -3.388 -3.101 0.1 1.0 -0.6 -0.687
O 2.654 -2.804 -0.905 -1.2 0.7 1.3 -0.400
O 1.788 -4.648 -2.398 -1.1 0.2 0.7 -0.845
C -0.765 -1.906 -3.757 0.6 -1.1 -0.7 -0.362
O 0.376 -1.418 -4.444 -0.8 0.7 0.1 -0.589
C 1.112 -0.602 -3.572 1.1 -0.9 1.1 0.836
C 2.411 -0.153 -4.183 0.2 0.7 -0.5 -1.193
N 3.184 0.538 -3.166 -1.7 -2.2 -0.7 0.718
C 4.568 0.686 -3.502 -0.3 0.4 -0.2 -1.091
C 5.371 1.564 -2.572 2.6 0.6 -2.1 -0.431
O 5.468 0.961 -1.325 0.3 -0.5 -0.3 -0.223
C 6.218 1.676 -0.421 0.5 0.0 0.6 -0.863
H -1.193 -1.144 -3.099 -0.1 -0.1 0.0 0.164
H -0.475 -2.834 -3.221 0.0 0.5 0.2 0.047
H -1.470 -2.248 -4.518 -0.2 0.3 0.1 0.332
H 1.437 -1.183 -2.688 -0.2 -0.1 -0.2 -0.046
H 0.510 0.228 -3.154 0.0 0.1 -0.4 0.094
H 2.233 0.564 -5.024 0.0 -0.4 -0.1 0.253
H 2.968 -1.001 -4.573 -0.1 -0.3 0.1 0.407
H 2.647 1.329 -2.840 0.7 -1.0 -0.8 -0.245
H 4.649 1.078 -4.542 0.4 0.0 0.2 0.482
H 5.031 -0.308 -3.462 -0.2 0.0 -0.2 0.457
H 4.969 2.588 -2.446 2.1 -1.0 -0.6 0.317
H 6.346 1.701 -3.080 0.4 -0.6 0.4 0.345
H 6.015 2.755 -0.487 0.2 0.0 0.0 0.297
H 7.289 1.456 -0.523 0.0 0.3 -0.1 0.305
H 5.920 1.344 0.576 0.2 0.0 0.1 0.218
C 3.231 -0.806 4.285 0.6 -0.8 0.3 -0.877
O 2.294 -0.192 3.468 -0.4 0.4 -0.7 -0.060
C 2.684 1.127 3.072 0.4 -0.1 0.1 -0.711
C 1.874 1.537 1.859 -0.7 -0.9 0.2 -0.731
N 2.172 0.645 0.727 -0.1 0.9 0.8 1.111
C 3.178 1.156 -0.181 0.3 -1.1 -0.5 -0.059
C 2.829 2.466 -0.860 -0.2 0.4 0.2 -0.415
O 3.477 2.498 -2.133 -4.0 4.0 3.2 -0.241
C 2.952 3.463 -3.003 0.5 0.7 -0.7 -0.846
H 3.220 -0.410 5.306 0.1 0.1 0.0 0.298
H 4.243 -0.759 3.858 0.0 0.3 0.2 0.363
H 3.010 -1.877 4.334 -0.2 0.1 0.1 0.254
H 3.756 1.102 2.814 -0.1 0.1 0.0 0.340
H 2.561 1.805 3.929 -0.1 0.1 -0.1 0.376
H 1.965 2.606 1.648 0.3 0.0 0.0 0.406
H 0.816 1.358 2.088 0.1 0.2 0.2 0.262
H 1.297 0.495 0.248 0.2 -0.1 -0.4 -0.395
H 3.333 0.425 -0.987 -0.4 0.0 0.3 0.737
H 4.170 1.172 0.279 -0.9 0.3 0.4 -1.020
H 3.141 3.324 -0.243 -0.1 0.1 -0.3 0.238
H 1.742 2.543 -1.023 0.0 -0.1 0.2 0.306
H 3.602 3.467 -3.886 0.0 -0.1 0.1 0.345
H 2.986 4.483 -2.595 -0.2 -0.2 0.2 0.322
H 1.948 3.252 -3.394 -0.1 -0.2 0.4 0.103
C -1.145 1.923 -4.941 0.7 -0.9 0.3 -0.595
O -2.409 1.438 -4.542 0.1 -0.5 -0.3 -0.319
C -3.141 2.316 -3.767 -0.5 1.1 0.7 0.207
C -4.560 1.777 -3.627 0.5 -1.3 -0.5 -1.240
N -5.596 2.642 -3.125 -0.5 0.1 -0.3 -0.282
C -5.364 3.222 -1.823 1.4 0.5 0.3 -0.521
C -5.123 2.155 -0.786 -2.6 -1.5 1.3 -0.079
O -4.873 2.631 0.529 0.7 -0.1 -0.1 -0.440
C -3.502 2.948 0.692 0.2 0.5 -0.3 -0.256
H -0.717 2.572 -4.168 -0.2 0.4 -0.4 0.348
H -1.191 2.333 -5.953 0.0 0.5 0.2 0.308
H -0.444 1.080 -4.974 -0.3 0.0 -0.2 0.077
H -3.186 3.329 -4.215 0.0 -0.1 -0.1 0.246
H -2.689 2.450 -2.766 0.1 -0.1 -0.1 0.168
H -4.522 0.870 -3.018 0.1 0.1 0.1 0.253
H -4.793 1.348 -4.611 -0.4 0.5 0.0 0.465
H -5.841 3.356 -3.798 0.0 0.0 0.0 0.305
H -6.203 3.823 -1.475 -0.2 -0.1 -0.3 0.308
H -4.490 3.900 -1.810 -0.1 0.0 -0.1 0.294
H -4.547 1.269 -1.064 1.0 0.6 0.0 0.101
H -6.097 1.657 -0.614 0.0 0.2 -0.4 0.272
H -2.868 2.095 0.443 0.1 0.1 -0.1 -0.085
H -3.270 3.247 1.714 -0.4 -0.1 0.1 0.291
H -3.294 3.813 0.052 0.5 -0.1 0.0 0.318
C -4.612 -1.273 1.406 -0.2 0.6 -0.6 -0.907
O -4.003 -2.377 2.026 0.5 -0.1 0.5 -0.213
C -4.195 -2.338 3.439 0.4 -0.6 -0.9 -0.236
C -3.477 -3.520 4.042 0.2 -1.0 1.5 -1.254
N -2.039 -3.420 4.312 0.5 0.6 -0.7 -0.001
C -1.735 -2.492 5.400 0.6 0.8 -1.3 -0.511
C -0.469 -2.835 6.119 0.5 0.9 2.0 -0.907
O -0.506 -3.952 6.998 0.1 -0.4 -1.3 -0.354
C -1.455 -3.864 8.015 0.0 -0.5 1.0 -0.674
H -4.360 -1.307 0.349 -0.1 -0.1 0.0 0.190
H -4.266 -0.299 1.780 0.2 -0.2 0.2 0.370
H -5.702 -1.291 1.530 0.0 -0.1 0.0 0.446
H -5.253 -2.546 3.639 -0.1 0.6 0.2 0.355
H -3.841 -1.365 3.790 -0.3 0.0 0.4 0.405
H -3.710 -4.388 3.420 0.2 0.0 0.0 0.499
H -3.923 -3.724 5.033 -0.5 0.0 -0.3 0.500
H -1.536 -4.273 4.530 -0.8 -0.5 -0.1 0.310
H -2.611 -2.341 6.036 0.1 -0.1 0.2 0.393
H -1.453 -1.518 4.971 -0.5 0.0 0.0 0.107
H -0.200 -1.960 6.745 -0.3 0.0 -0.1 0.458
H 0.405 -2.889 5.470 -0.3 -0.7 -0.3 0.356
H -1.493 -4.848 8.489 0.1 0.0 -0.1 0.262
H -2.481 -3.644 7.707 0.1 0.2 -0.2 0.249
H -1.133 -3.162 8.798 -0.2 0.2 -0.2 0.293
```
Forces are in eV/Å.

## Properties
frontier orbital gap = 0.092 Ha
charge = -1

---

Asked for HOMO level across the records above, the calculation gives -9.27 -7.91 -12.95 -7.86 -7.35 -1.60 eV in order.
Asked for LUMO energy across the records above, the calculation gives 0.65 0.24 -3.38 -0.38 -5.23 0.90 eV in order.
Asked for energy relative to the best compared isomer or geometry (same formula, charge and spin) across the records above, the calculation gives 59.2 139.1 35.6 102.6 512.8 228.0 kcal/mol in order.